Below is a gas-phase ion, C4H7INO (charge +1) at a distorted geometry, with properties calculated with the ωB97M-V functional and the def2-TZVPD basis.

Structure (XYZ):
```
14
Properties=species:S:1:pos:R:3
N 1.89 0.38 -0.17
C 0.54 0.59 0.29
C -0.15 -0.53 1.13
C -0.48 -0.40 -0.31
C -2.22 0.25 -0.61
O -2.56 1.22 -0.06
I -3.38 -1.22 -1.65
H 1.97 0.94 -1.18
H 2.15 -0.64 -0.48
H 2.70 0.70 0.44
H 0.36 1.63 0.43
H -0.78 -0.33 1.95
H 0.47 -1.38 1.21
H -0.49 -1.20 -1.00
```

Orbital gap in eV: 8.8
Total energy in eV: -15889.8789
Strongest force on any atom in eV/Å: 5.5
Total charge: +1
SMILES: [NH3+][C@@H]1C[C@H]1C(=O)I

Results of the natural (NBO) charge analysis, in e, for atoms 1 through 8: number 1, N, carries -0.704; number 2, C, carries -0.107; number 3, C, carries -0.399; number 4, C, carries -0.310; number 5, C, carries 0.448; number 6, O, carries -0.491; number 7, I, carries 0.161; number 8, H, carries 0.469

---

Below is 3 unconnected molecules or ions with the total composition C4H15NO2S at a distorted geometry, with properties calculated with the ωB97M-V functional and the def2-TZVPD basis.

Structure (XYZ):
```
23
Properties=species:S:1:pos:R:3
N 1.08 1.74 -1.61
C 0.43 2.98 -1.13
C -0.30 2.75 0.23
C 0.64 2.74 1.47
C 0.77 1.35 2.06
S 0.05 0.96 3.72
H 0.80 0.93 -1.09
H 2.08 1.72 -1.44
H 1.15 3.78 -1.00
H -0.40 3.14 -1.82
H -0.96 3.63 0.30
H -1.01 1.94 0.10
H 0.13 3.44 2.13
H 1.62 3.14 1.22
H 1.80 0.99 2.10
H 0.31 0.53 1.51
H -0.35 2.13 4.26
O 0.52 -5.55 -3.77
H 0.43 -5.33 -4.69
H 1.32 -5.12 -3.42
O -2.98 -5.70 -3.18
H -2.90 -4.72 -3.12
H -2.42 -6.12 -2.49
```

Orbital gap in eV: 9.7
Total energy in eV: -20810.5019
Strongest force on any atom in eV/Å: 2.8
Total charge: 0
SMILES: NCCCCS.O.O

Results of the natural (NBO) charge analysis, in e, for atoms 1 through 8: number 1, N, carries -0.842; number 2, C, carries -0.213; number 3, C, carries -0.400; number 4, C, carries -0.437; number 5, C, carries -0.493; number 6, S, carries -0.083; number 7, H, carries 0.347; number 8, H, carries 0.350

---

Below is 2 unconnected molecules or ions with the total composition H2N2O3 at a distorted geometry, with properties calculated with the ωB97M-V functional and the def2-TZVPD basis.

Structure (XYZ):
```
7
Properties=species:S:1:pos:R:3
O 3.12 -1.90 0.20
N 3.45 -0.79 0.21
N 3.11 0.31 -0.04
O 3.58 1.38 -0.10
O 0.17 -0.43 -0.38
H -0.48 -0.73 -1.01
H -0.33 -0.12 0.30
```

Orbital gap in eV: 8.5
Total energy in eV: -9149.0642
Strongest force on any atom in eV/Å: 4.4
Total charge: 0
SMILES: O=NN=O.O

For reference, the natural (NBO) charges in units of e are: number 1, O, carries -0.302; number 2, N, carries 0.324; number 3, N, carries 0.319; number 4, O, carries -0.343; number 5, O, carries -0.929; number 6, H, carries 0.470; number 7, H, carries 0.461

---

Below is 40 unconnected molecules or ions with the total composition H80O40 at a distorted geometry, with properties calculated with the ωB97M-V functional and the def2-TZVPD basis.

Structure (XYZ):
```
120
Properties=species:S:1:pos:R:3
H 3.30 5.71 -1.46
H 2.99 4.58 -2.32
O 2.64 5.47 -2.13
H -0.90 -2.17 2.09
H 0.39 -2.65 2.88
O -0.09 -2.70 2.05
H 0.66 -2.86 -5.41
H -0.35 -2.00 -6.32
O -0.13 -2.86 -5.94
H -0.07 1.90 -2.95
H 1.11 2.92 -2.95
O 0.58 2.33 -3.53
H 2.88 -2.00 -1.60
H 2.37 -3.39 -2.02
O 2.71 -2.56 -2.37
H 1.72 -1.03 0.60
O 2.45 -0.66 1.10
H -1.70 -4.86 -3.55
O -2.55 -5.32 -3.36
H 2.49 1.21 -1.76
H 2.38 0.84 -0.32
O 2.48 0.43 -1.19
H 2.49 -3.12 3.10
H 2.38 -1.78 2.55
O 2.52 -2.20 3.42
H -2.50 4.30 0.78
H -3.53 3.60 1.22
O -3.06 3.58 0.35
H 0.41 -2.40 -2.62
H 0.17 -3.29 -3.85
O -0.22 -3.01 -3.03
H -1.88 4.13 2.64
O -2.34 3.52 3.21
H 4.14 2.48 -3.81
H 2.88 2.80 -4.56
O 3.19 2.54 -3.68
H -4.06 -1.98 5.12
H -4.72 -2.26 3.61
O -4.05 -1.88 4.17
H 0.30 0.28 6.31
H -1.17 0.36 5.72
O -0.51 0.80 6.25
H 1.88 2.37 1.51
H 1.80 3.93 0.80
O 2.26 3.22 1.28
H -5.35 0.97 2.18
H -5.26 0.41 0.84
O -4.68 0.82 1.50
H -4.45 2.35 -1.39
H -3.89 1.01 -1.01
O -4.73 1.49 -1.04
H 0.45 -5.23 2.29
O 0.79 -5.58 3.13
H -2.22 -3.21 -1.04
H -1.66 -2.16 -0.13
O -1.78 -2.35 -1.07
H 3.70 2.32 2.34
O 3.89 1.87 3.14
H 0.49 2.42 2.65
H 0.63 2.78 4.33
O 0.28 2.88 3.45
H -2.30 -1.21 4.87
H -1.68 -2.45 5.61
O -1.50 -1.59 5.25
H 2.90 -3.63 0.59
H 1.28 -3.88 0.08
O 2.08 -3.35 0.14
H -1.50 1.03 0.88
H -1.62 2.49 1.30
O -0.94 1.84 0.99
H 4.68 -0.39 -0.83
H 5.43 -1.79 -0.55
O 4.90 -1.07 -0.20
H -1.51 -0.15 -6.02
H -0.75 -0.15 -4.69
O -0.60 -0.12 -5.65
H 4.00 -1.27 3.18
H 5.28 -0.89 2.21
O 4.78 -0.71 3.00
H 5.32 1.26 -3.27
H 4.62 1.11 -2.10
O 5.40 0.68 -2.50
H -3.03 -1.01 -0.30
H -3.70 -0.82 0.92
O -3.84 -1.37 0.11
H 1.46 2.28 -5.80
H 0.18 1.68 -6.04
O 1.00 1.84 -6.52
H 4.91 2.47 0.00
O 4.35 2.90 -0.66
H -5.56 -0.38 -2.62
H -5.53 -0.94 -1.28
O -5.88 -1.16 -2.15
H -0.04 -5.58 3.62
H 3.27 -0.75 0.57
H 4.08 0.93 3.26
H -2.45 -5.95 -2.65
H -1.87 3.05 3.90
H 3.59 3.14 -0.09
O -1.71 -0.42 2.07
H -2.56 -0.09 2.47
H -1.39 0.46 2.41
O -0.61 0.14 -1.74
H 0.12 -0.31 -1.32
H -1.17 -0.37 -2.35
O -1.63 5.68 0.50
H -1.17 6.52 0.32
H -0.98 4.98 0.33
O -3.72 1.79 -3.85
H -4.12 2.05 -4.68
H -3.03 2.39 -3.55
O -2.61 -1.80 -3.33
H -1.80 -2.32 -3.54
H -2.87 -2.23 -2.45
O 3.61 -4.34 2.09
H 4.48 -4.70 1.86
H 3.35 -5.03 2.72
O -2.91 1.64 4.89
H -3.53 2.08 5.47
H -2.92 0.69 4.95
```

Orbital gap in eV: 9.5
Total energy in eV: -83196.0739
Strongest force on any atom in eV/Å: 3.4
Total charge: 0

Results of the Löwdin charge analysis, in e, for atoms 1 through 8: number 1, H, carries 0.041; number 2, H, carries -0.002; number 3, O, carries -0.069; number 4, H, carries 0.004; number 5, H, carries 0.019; number 6, O, carries -0.060; number 7, H, carries 0.022; number 8, H, carries 0.015

---

Below is a single C7H15NO4S molecule at a distorted geometry, with properties calculated with the ωB97M-V functional and the def2-TZVPD basis.

Structure (XYZ):
```
28
Properties=species:S:1:pos:R:3
C 3.28 0.35 -0.31
C 2.33 -0.57 -0.08
C 2.21 -1.48 1.03
C 1.27 -0.80 -1.13
N -0.08 -0.88 -0.74
C -0.81 0.74 -0.45
O 0.00 1.77 -0.82
C -2.15 0.91 -1.16
C -3.23 0.02 -0.65
S -0.90 0.86 1.40
O -2.02 1.73 1.84
O 0.43 1.17 1.81
O -1.17 -0.62 1.76
H 3.30 0.90 -1.22
H 4.14 0.43 0.34
H 2.09 -0.83 1.91
H 3.16 -1.97 1.42
H 1.31 -2.12 1.05
H 1.19 -0.01 -1.98
H 1.63 -1.72 -1.69
H -0.12 -1.43 0.10
H 0.81 1.91 -0.26
H -2.50 2.01 -1.13
H -1.93 0.72 -2.36
H -3.66 0.42 0.40
H -4.14 0.21 -1.24
H -2.97 -1.00 -0.55
H -1.48 -0.71 2.71
```

Orbital gap in eV: 9.3
Total energy in eV: -28014.2157
Strongest force on any atom in eV/Å: 4.1
Total charge: 0
SMILES: C=C(C)CN[C@@](O)(CC)S(=O)(=O)O

Results of the natural (NBO) charge analysis, in e, for atoms 1 through 8: number 1, C, carries -0.426; number 2, C, carries 0.006; number 3, C, carries -0.689; number 4, C, carries -0.283; number 5, N, carries -0.648; number 6, C, carries 0.225; number 7, O, carries -0.714; number 8, C, carries -0.457